one:
C24H30N4O2 | ωB97M-V/def2-TZVPD

Summary:
- Lowest unoccupied orbital energy: 0.50 eV
- Structure (SMILES): CCc1noc(C)c1C(=O)N[C@H]1CCCc2c1cnn2-c1ccc(C(C)(C)C)cc1
- Frontier orbital gap: 0.333 Ha
- 2S+1: 1

Element x y z (Å)
1 C 2.342 4.985 -4.561
2 C 3.533 4.029 -4.625
3 C 3.075 2.618 -4.591
4 N 3.075 1.847 -5.641
5 O 2.578 0.638 -5.269
6 C 2.251 0.670 -3.968
7 C 1.718 -0.574 -3.356
8 C 2.536 1.916 -3.467
9 C 2.417 2.423 -2.083
10 O 3.239 3.157 -1.572
11 N 1.306 1.991 -1.440
12 C 1.063 2.243 -0.029
13 C -0.142 3.174 0.181
14 C -1.471 2.429 0.045
15 C -1.628 1.391 1.161
16 C -0.395 0.562 1.197
17 C 0.819 0.943 0.661
18 C 1.659 -0.169 0.845
19 N 1.012 -1.146 1.440
20 N -0.234 -0.702 1.666
21 C -1.158 -1.552 2.287
22 C -1.031 -2.925 2.101
23 C -1.919 -3.791 2.703
24 C -2.961 -3.328 3.506
25 C -3.917 -4.325 4.141
26 C -4.613 -5.126 3.031
27 C -3.120 -5.274 5.046
28 C -4.997 -3.649 4.991
29 C -3.062 -1.956 3.694
30 C -2.174 -1.074 3.102
31 H 1.801 4.851 -3.627
32 H 1.662 4.803 -5.391
33 H 2.687 6.014 -4.613
34 H 4.096 4.190 -5.545
35 H 4.179 4.202 -3.763
36 H 0.637 -0.639 -3.495
37 H 1.941 -0.602 -2.293
38 H 2.168 -1.435 -3.845
39 H 0.650 1.399 -1.923
40 H 1.976 2.727 0.336
41 H -0.089 3.987 -0.545
42 H -0.076 3.608 1.180
43 H -2.297 3.141 0.090
44 H -1.515 1.930 -0.926
45 H -2.511 0.769 0.989
46 H -1.762 1.913 2.114
47 H 2.689 -0.282 0.573
48 H -0.223 -3.293 1.489
49 H -1.793 -4.849 2.538
50 H -3.896 -5.678 2.431
51 H -5.165 -4.457 2.374
52 H -5.312 -5.836 3.466
53 H -2.601 -4.710 5.819
54 H -3.790 -5.983 5.528
55 H -2.381 -5.835 4.481
56 H -4.556 -3.091 5.814
57 H -5.652 -4.408 5.414
58 H -5.606 -2.978 4.390
59 H -3.837 -1.543 4.319
60 H -2.266 -0.019 3.301

two:
C24H30N4O2 | ωB97M-V/def2-TZVPD

Summary:
- Lowest unoccupied orbital energy: 0.56 eV
- Frontier orbital gap: 0.306 Ha
- 2S+1: 1

Element x y z (Å)
1 C -4.071 0.439 4.335
2 C -3.024 -0.516 4.344
3 C -3.023 -1.887 4.249
4 C -1.807 -2.388 4.505
5 C -1.069 -1.157 4.758
6 O -1.809 -0.260 4.704
7 C 0.337 -1.363 4.863
8 N 1.295 -1.103 3.591
9 C 1.207 -2.375 2.857
10 C 2.095 -2.347 1.607
11 H 2.267 -3.433 1.067
12 H 3.284 -2.252 2.126
13 C 1.710 -1.030 0.777
14 N 2.879 -1.171 -0.385
15 C 2.678 -0.940 -1.615
16 C 3.816 -1.141 -2.219
17 C 4.599 -1.030 -1.174
18 N 4.030 -1.177 -0.004
19 H 5.958 -0.991 -1.268
20 H 4.123 -1.098 -3.316
21 N 1.425 -0.994 -2.226
22 C 0.435 -0.335 -2.069
23 O 0.537 0.628 -1.276
24 C -0.771 -0.455 -3.090
25 H -1.338 0.440 -2.645
26 H -1.011 -1.283 -3.238
27 C -0.538 0.355 -4.426
28 H 0.658 -0.268 -4.909
29 H -1.277 -0.010 -5.101
30 C -0.132 1.753 -4.470
31 C -1.172 2.592 -4.113
32 C -2.177 3.006 -5.010
33 C -3.335 3.591 -4.830
34 C -3.711 4.064 -3.425
35 C -2.758 3.703 -2.441
36 C -1.385 2.900 -2.887
37 H -0.767 2.895 -1.977
38 H -2.982 3.771 -1.559
39 H -4.470 4.524 -3.246
40 H -3.979 3.680 -5.525
41 H -2.163 2.522 -6.215
42 H 0.688 1.694 -3.652
43 H 0.272 2.037 -5.314
44 H 1.197 -1.610 -3.065
45 C 1.919 0.079 1.655
46 C 0.780 0.037 2.585
47 H -0.300 -0.131 2.241
48 H 0.713 0.916 3.226
49 H 2.957 0.309 1.922
50 H 1.586 0.806 1.007
51 H 0.912 -1.300 0.223
52 H 0.182 -2.560 2.370
53 H 1.470 -3.117 3.299
54 H 0.785 -2.105 5.302
55 H 0.628 -0.335 5.212
56 H -1.493 -3.668 4.402
57 H -4.024 -2.441 4.335
58 H -5.025 -0.030 4.327
59 H -3.745 1.121 3.522
60 H -4.175 0.897 5.099

Most stable pick: one. Distance to second place: 2150.1 kJ/mol.

one:
C5H10OS | ωB97M-V/def2-TZVPD

Summary:
- Lowest unoccupied orbital energy: 0.77 eV
- Structure (SMILES): CS/C(C)=C\CO
- Frontier orbital gap: 0.361 Ha
- 2S+1: 1

Element x y z (Å)
1 C 1.382 -1.646 -0.689
2 S 0.825 -0.662 0.766
3 C 0.369 0.891 -0.023
4 C 1.489 1.811 -0.283
5 C -0.940 1.187 -0.172
6 C -2.062 0.320 0.234
7 O -2.129 -0.894 -0.448
8 H 1.967 -1.093 -1.367
9 H 0.492 -2.012 -1.216
10 H 1.819 -2.559 -0.339
11 H 1.872 2.067 0.742
12 H 1.235 2.816 -0.747
13 H 2.354 1.440 -0.849
14 H -1.146 2.147 -0.639
15 H -1.882 0.095 1.290
16 H -3.031 0.766 0.183
17 H -1.279 -1.302 -0.131

two:
C5H10OS | ωB97M-V/def2-TZVPD

Summary:
- Lowest unoccupied orbital energy: 0.88 eV
- Structure (SMILES): CSCCCC=O
- Frontier orbital gap: 0.348 Ha
- 2S+1: 1

Element x y z (Å)
1 C 2.984 -0.499 -0.587
2 S 1.529 0.451 -0.574
3 C 0.450 -0.522 0.473
4 C -0.927 -0.582 -0.169
5 C -1.627 0.747 -0.319
6 C -2.367 1.285 0.888
7 O -2.701 0.712 1.873
8 H 2.772 -1.439 -1.112
9 H 3.609 -0.530 0.344
10 H 3.665 -0.047 -1.304
11 H 0.732 -1.565 0.668
12 H 0.367 -0.071 1.463
13 H -0.785 -1.072 -1.096
14 H -1.474 -1.254 0.543
15 H -2.520 0.607 -0.971
16 H -0.981 1.518 -0.774
17 H -2.727 2.262 0.656

three:
C5H10OS | ωB97M-V/def2-TZVPD

Summary:
- Lowest unoccupied orbital energy: 0.89 eV
- Structure (SMILES): COC1(SC)CC1
- Frontier orbital gap: 0.359 Ha
- 2S+1: 1

Element x y z (Å)
1 C 0.610 -1.375 -1.401
2 O 1.199 -0.982 -0.160
3 C 0.583 0.048 0.528
4 S 0.568 1.720 -0.186
5 C -1.007 1.654 -1.084
6 C 0.814 -0.060 2.001
7 C -0.510 -0.464 1.427
8 H 1.032 -2.310 -1.737
9 H 0.817 -0.538 -2.071
10 H -0.472 -1.528 -1.273
11 H -1.789 1.398 -0.376
12 H -0.929 1.001 -1.934
13 H -1.193 2.714 -1.504
14 H 0.818 0.826 2.666
15 H 1.516 -0.836 2.238
16 H -0.750 -1.483 1.267
17 H -1.308 0.215 1.599

Most stable pick: two. Distance to second place: 30.8 kJ/mol.

one:
CH4NO2P | ωB97M-V/def2-TZVPD

Summary:
- Lowest unoccupied orbital energy (spin up / spin down): -2.04 / -0.74 eV
- Frontier orbital gap (spin up / spin down): 0.229 / 0.342 Ha
- 2S+1: 1

Element x y z (Å)
1 C 0.619 0.942 -0.809
2 N -1.399 -0.199 0.600
3 O -0.824 -1.245 0.895
4 O -2.476 0.149 0.991
5 P 1.632 -0.380 -0.120
6 H 0.181 0.450 -1.692
7 H 0.220 1.914 -0.621
8 H 0.653 -1.227 -0.464
9 H 1.394 -0.404 1.219

two:
CH4NO2P | ωB97M-V/def2-TZVPD

Summary:
- Lowest unoccupied orbital energy (spin up / spin down): -2.21 / -2.61 eV
- Frontier orbital gap (spin up / spin down): 0.294 / 0.277 Ha
- 2S+1: 1

Element x y z (Å)
1 C -0.698 1.224 -0.594
2 N -0.153 -1.561 0.260
3 O 1.705 -0.306 -0.988
4 O 0.771 0.899 1.106
5 P 0.559 -0.092 -0.109
6 H -0.326 2.064 -1.141
7 H -1.204 1.514 0.309
8 H 0.471 -2.224 0.698
9 H -1.124 -1.519 0.459

Most stable pick: two. Distance to second place: 478.8 kJ/mol.